Record 1
{
  "formula": "C36H28BCl5N6Pt",
  "method": "ωB97M-V/def2-TZVPD",
  "charge": 0,
  "total_energy_ha": -4161.4947,
  "s_squared": 2.10,
  "molar_mass_da": 927.8,
  "homo_lumo_gap_ev": [4.839, 6.819],
  "multiplicity": 3,
  "homo_energy_ha": [-0.19534, -0.27304],
  "elements": ["Pt", "C", "C", "C", "C", "N", "N", "B", "N", "N", "C", "C", "C", "C", "C", "C", "C", "C", "C", "C", "N", "N", "C", "C", "C", "C", "C", "C", "C", "C", "C", "C", "C", "C", "C", "C", "C", "C", "H", "H", "H", "H", "H", "H", "H", "H", "H", "H", "H", "H", "H", "H", "H", "H", "H", "H", "H", "H", "H", "H", "H", "H", "H", "H", "H", "H", "Cl", "C", "C", "C", "Cl", "C", "Cl", "C", "Cl", "C", "Cl"],
  "xyz": [[0.655, 0.107, 0.027], [-4.613, -2.176, 1.513], [-3.708, -0.990, 1.447], [-4.007, 0.352, 1.502], [-2.765, 1.006, 1.369], [-1.791, 0.123, 1.224], [-2.368, -1.102, 1.277], [-1.517, -2.382, 1.182], [-1.061, -2.615, -0.301], [-0.425, -1.622, -0.905], [0.232, -2.087, -1.995], [-0.261, -3.396, -2.211], [-1.015, -3.714, -1.099], [-1.721, -4.980, -0.746], [1.671, -1.754, -3.975], [2.737, -1.254, -2.029], [4.049, -1.514, -1.789], [4.504, -2.266, -2.948], [3.847, -2.673, -4.164], [2.486, -2.453, -4.757], [-0.214, -2.061, 2.047], [0.654, -1.117, 1.643], [1.503, -0.830, 2.620], [1.196, -1.642, 3.720], [0.099, -2.389, 3.321], [-0.689, -3.401, 4.084], [2.515, 0.181, 2.283], [2.288, 1.031, 1.173], [3.274, 1.898, 0.731], [4.496, 1.942, 1.391], [4.711, 1.150, 2.509], [3.730, 0.268, 2.946], [-2.474, 2.448, 1.424], [-3.406, 3.388, 0.992], [-3.105, 4.741, 1.026], [-1.873, 5.172, 1.497], [-0.948, 4.243, 1.954], [-1.250, 2.891, 1.923], [-5.650, -1.848, 1.546], [-4.412, -2.782, 2.398], [-4.480, -2.815, 0.639], [-4.979, 0.793, 1.646], [-2.093, -3.355, 1.562], [0.007, -4.011, -3.054], [-1.602, -5.700, -1.552], [-2.784, -4.798, -0.590], [-1.321, -5.410, 0.173], [1.082, -0.642, -1.499], [4.651, -1.212, -0.949], [5.541, -2.585, -2.920], [4.515, -3.238, -4.806], [2.229, -2.854, -5.729], [1.682, -1.669, 4.680], [-0.230, -3.579, 5.053], [-0.742, -4.343, 3.537], [-1.712, -3.054, 4.239], [1.176, 1.437, 0.898], [3.075, 2.548, -0.110], [5.270, 2.610, 1.037], [5.651, 1.211, 3.042], [3.911, -0.370, 3.802], [-4.364, 3.055, 0.613], [-3.834, 5.464, 0.683], [-1.632, 6.228, 1.508], [0.012, 4.573, 2.329], [-0.554, 2.161, 2.318], [0.707, 3.798, -1.057], [0.635, 2.581, -2.300], [0.738, 1.272, -1.952], [0.813, 0.248, -2.974], [1.372, -1.153, -2.621], [0.214, 0.678, -4.212], [-0.134, -0.713, -5.432], [0.107, 1.986, -4.592], [-0.374, 2.414, -6.187], [0.369, 2.985, -3.631], [0.247, 4.645, -4.052]],
  "lowdin_spin": [0.066, 0.000, 0.000, 0.000, 0.000, 0.000, 0.001, 0.006, 0.056, 0.083, 0.022, 0.037, -0.007, -0.002, 0.272, 0.113, 0.213, 0.013, 0.220, 0.023, 0.003, 0.004, 0.004, 0.002, 0.002, 0.000, 0.007, 0.001, 0.008, 0.000, 0.008, -0.001, 0.000, 0.000, 0.000, 0.000, 0.000, 0.000, 0.000, 0.000, 0.000, 0.000, 0.000, 0.002, 0.000, -0.001, -0.001, -0.012, 0.014, -0.005, 0.013, 0.000, 0.000, 0.000, 0.000, 0.000, 0.004, 0.000, 0.000, 0.001, 0.000, 0.000, 0.000, 0.000, 0.000, 0.000, -0.006, 0.005, 0.116, 0.085, 0.218, 0.142, 0.061, -0.004, -0.011, 0.170, 0.052]
}


Record 2
{
  "formula": "C2HP",
  "method": "ωB97M-V/def2-TZVPD",
  "charge": 0,
  "total_energy_ha": -417.8646,
  "molar_mass_da": 56.0,
  "homo_lumo_gap_ev": [6.974, 6.975],
  "homo_energy_ha": [-0.35311, -0.35313],
  "elements": ["C", "C", "P", "H"],
  "xyz": [[0.521, -0.837, -0.255], [0.798, -0.717, -1.433], [0.458, 0.484, 0.811], [-1.777, 1.071, 0.877]],
  "nbo_charge": [-0.845, 0.092, 0.859, -0.106]
}


Record 3
{
  "formula": "C66H147N9O9",
  "method": "ωB97M-V/def2-TZVPD",
  "charge": 0,
  "total_energy_ha": -3772.5257,
  "molar_mass_da": 1211.0,
  "smiles": "CC1(C)CCCC(C)(C)N1O.CC1(C)CCCC(C)(C)N1O.CC1(C)CCCC(C)(C)N1O.CC1(C)CCCC(C)(C)N1O.CC1(C)CCCC(C)(C)N1O.CC1(C)CCCC(C)(C)N1O.COC[C@H](C)N.COC[C@H](C)N.COC[C@H](C)N",
  "homo_lumo_gap_ev": 9.249,
  "homo_energy_ha": -0.32125,
  "elements": ["C", "C", "C", "C", "C", "C", "N", "O", "C", "C", "C", "H", "H", "H", "H", "H", "H", "H", "H", "H", "H", "H", "H", "H", "H", "H", "H", "H", "H", "H", "C", "C", "C", "C", "C", "C", "N", "O", "C", "C", "C", "H", "H", "H", "H", "H", "H", "H", "H", "H", "H", "H", "H", "H", "H", "H", "H", "H", "H", "H", "C", "C", "C", "C", "C", "C", "N", "O", "C", "C", "C", "H", "H", "H", "H", "H", "H", "H", "H", "H", "H", "H", "H", "H", "H", "H", "H", "H", "H", "H", "C", "C", "C", "C", "C", "C", "N", "O", "C", "C", "C", "H", "H", "H", "H", "H", "H", "H", "H", "H", "H", "H", "H", "H", "H", "H", "H", "H", "H", "H", "C", "C", "C", "C", "C", "C", "N", "O", "C", "C", "C", "H", "H", "H", "H", "H", "H", "H", "H", "H", "H", "H", "H", "H", "H", "H", "H", "H", "H", "H", "C", "C", "C", "C", "C", "C", "N", "O", "C", "C", "C", "H", "H", "H", "H", "H", "H", "H", "H", "H", "H", "H", "H", "H", "H", "H", "H", "H", "H", "H", "C", "C", "C", "O", "C", "N", "H", "H", "H", "H", "H", "H", "H", "H", "H", "H", "H", "C", "C", "C", "O", "C", "N", "H", "H", "H", "H", "H", "H", "H", "H", "H", "H", "H", "C", "C", "C", "O", "C", "N", "H", "H", "H", "H", "H", "H", "H", "H", "H", "H", "H"],
  "xyz": [[1.086, -7.783, 1.235], [0.624, -6.557, 2.033], [1.354, -5.468, 1.200], [0.910, -4.067, 1.575], [-0.589, -4.018, 1.116], [-1.416, -5.048, 1.893], [-0.792, -6.366, 1.719], [-1.529, -7.327, 2.528], [-1.532, -4.610, 3.367], [-2.722, -5.013, 1.136], [1.151, -6.660, 3.468], [2.168, -7.780, 1.276], [0.618, -7.732, 0.228], [0.808, -8.733, 1.657], [2.422, -5.670, 1.314], [1.109, -5.692, 0.174], [1.435, -3.298, 1.011], [1.072, -3.750, 2.607], [-0.629, -4.231, 0.042], [-1.103, -3.092, 1.377], [-0.687, -4.070, 3.740], [-2.498, -4.082, 3.507], [-1.536, -5.466, 4.018], [-2.580, -5.094, 0.050], [-3.440, -5.763, 1.472], [-3.267, -4.102, 1.301], [0.327, -6.909, 4.100], [1.638, -5.769, 3.879], [1.893, -7.441, 3.497], [-1.861, -7.928, 1.856], [2.589, 3.577, -7.439], [2.501, 2.112, -7.096], [2.377, 2.094, -5.552], [2.062, 0.698, -5.040], [0.740, 0.332, -5.675], [0.667, 0.397, -7.219], [1.164, 1.689, -7.591], [1.252, 1.756, -9.070], [1.387, -0.824, -7.855], [-0.763, 0.292, -7.596], [3.754, 1.381, -7.517], [3.373, 4.000, -6.792], [1.671, 4.068, -7.173], [2.842, 3.781, -8.492], [3.288, 2.517, -5.119], [1.514, 2.780, -5.339], [1.976, 0.618, -3.955], [2.825, -0.010, -5.329], [-0.039, 1.009, -5.364], [0.378, -0.663, -5.359], [2.035, -0.547, -8.724], [2.042, -1.336, -7.151], [0.628, -1.537, -8.205], [-1.319, 1.075, -7.067], [-0.895, 0.349, -8.703], [-1.080, -0.701, -7.269], [3.729, 0.342, -7.165], [4.589, 1.940, -7.061], [3.817, 1.415, -8.594], [0.690, 2.516, -9.192], [-0.079, -0.904, 4.720], [-0.775, -1.226, 6.097], [0.067, -0.370, 7.060], [-0.506, -0.306, 8.474], [-1.931, 0.160, 8.243], [-2.823, -0.762, 7.360], [-2.147, -0.753, 6.074], [-2.887, -1.585, 5.196], [-3.109, -2.129, 8.003], [-4.170, 0.004, 7.219], [-0.561, -2.697, 6.371], [0.942, -1.342, 4.813], [-0.026, 0.165, 4.607], [-0.520, -1.445, 3.861], [1.088, -0.744, 7.021], [0.076, 0.632, 6.626], [0.058, 0.369, 9.097], [-0.496, -1.310, 8.888], [-1.838, 1.067, 7.689], [-2.482, 0.381, 9.151], [-3.182, -2.883, 7.211], [-2.392, -2.500, 8.756], [-4.111, -2.042, 8.429], [-4.024, 0.978, 6.770], [-4.917, -0.593, 6.687], [-4.419, 0.207, 8.268], [0.326, -3.057, 5.847], [-1.388, -3.333, 6.078], [-0.430, -2.892, 7.448], [-3.053, -1.033, 4.418], [-1.981, 6.709, 3.236], [-1.297, 5.844, 4.258], [-0.700, 6.801, 5.297], [-0.130, 6.069, 6.472], [-1.279, 5.334, 7.099], [-1.932, 4.325, 6.150], [-2.341, 5.128, 4.984], [-2.955, 4.208, 4.009], [-1.102, 3.080, 5.828], [-3.238, 3.793, 6.794], [-0.238, 4.993, 3.494], [-2.810, 7.257, 3.690], [-2.401, 6.108, 2.434], [-1.285, 7.428, 2.755], [0.047, 7.392, 4.772], [-1.523, 7.458, 5.586], [0.321, 6.771, 7.172], [0.654, 5.349, 6.175], [-2.104, 5.998, 7.353], [-1.096, 4.751, 8.012], [-0.054, 3.259, 5.585], [-1.125, 2.414, 6.695], [-1.539, 2.605, 4.947], [-3.809, 3.156, 6.096], [-3.067, 3.267, 7.738], [-3.884, 4.669, 7.008], [0.499, 4.565, 4.177], [0.242, 5.616, 2.737], [-0.692, 4.168, 2.941], [-3.826, 4.622, 3.897], [1.187, 7.024, -1.288], [1.775, 5.683, -0.943], [2.237, 5.078, -2.336], [3.347, 4.025, -2.262], [4.418, 4.607, -1.335], [3.929, 4.819, 0.091], [2.924, 5.862, -0.078], [2.411, 6.234, 1.256], [3.454, 3.515, 0.833], [5.165, 5.300, 0.791], [0.656, 4.743, -0.424], [1.914, 7.645, -1.808], [0.857, 7.524, -0.407], [0.290, 6.829, -1.909], [1.293, 4.821, -2.818], [2.660, 5.961, -2.837], [3.694, 3.823, -3.282], [3.010, 3.064, -1.865], [4.744, 5.607, -1.684], [5.424, 4.148, -1.360], [2.640, 3.712, 1.538], [3.141, 2.735, 0.171], [4.319, 3.113, 1.404], [5.606, 6.125, 0.209], [4.998, 5.715, 1.804], [5.872, 4.450, 0.836], [0.405, 5.058, 0.574], [0.992, 3.703, -0.462], [-0.237, 4.829, -1.047], [2.619, 7.172, 1.267], [3.143, -6.478, -7.268], [3.079, -5.270, -6.295], [1.589, -4.847, -6.381], [1.189, -3.917, -5.274], [1.381, -4.657, -4.018], [2.892, -4.954, -3.830], [3.239, -5.795, -4.992], [4.620, -6.226, -4.806], [3.749, -3.740, -3.524], [2.835, -5.822, -2.602], [4.075, -4.187, -6.731], [2.655, -6.128, -8.206], [2.552, -7.326, -6.888], [4.142, -6.785, -7.529], [1.356, -4.503, -7.380], [1.010, -5.762, -6.235], [0.172, -3.517, -5.416], [1.809, -3.041, -5.232], [0.877, -5.617, -4.019], [1.113, -4.105, -3.145], [4.779, -4.005, -3.830], [3.454, -2.819, -4.014], [3.838, -3.592, -2.454], [2.373, -5.228, -1.811], [2.211, -6.689, -2.835], [3.817, -6.183, -2.230], [4.426, -4.410, -7.750], [4.967, -4.203, -6.068], [3.711, -3.151, -6.775], [4.492, -7.177, -4.656], [-3.331, -0.775, 1.691], [-4.062, 0.517, 2.122], [-3.210, 1.817, 1.806], [-3.275, 2.168, 0.482], [-2.278, 3.178, 0.165], [-5.368, 0.535, 1.501], [-3.896, -1.672, 2.057], [-2.321, -0.792, 2.135], [-3.334, -0.886, 0.594], [-4.220, 0.482, 3.220], [-2.161, 1.627, 2.104], [-3.579, 2.662, 2.382], [-2.457, 4.082, 0.749], [-2.340, 3.466, -0.876], [-1.270, 2.850, 0.411], [-5.939, 1.239, 1.904], [-5.228, 0.868, 0.556], [0.781, -1.340, -1.908], [-0.051, -0.327, -1.133], [0.657, -0.080, 0.155], [-0.138, 0.817, 0.943], [0.584, 1.365, 2.004], [-0.026, 0.950, -1.816], [1.820, -0.950, -2.021], [0.443, -1.445, -2.937], [0.853, -2.303, -1.437], [-1.043, -0.722, -0.931], [1.656, 0.314, -0.045], [0.799, -0.964, 0.813], [1.116, 0.606, 2.579], [-0.071, 1.799, 2.748], [1.252, 2.125, 1.669], [-0.581, 1.566, -1.218], [-0.551, 0.828, -2.646], [-5.529, -0.944, -2.362], [-4.091, -0.540, -2.510], [-3.478, -0.753, -3.941], [-3.422, -2.094, -4.414], [-3.147, -2.306, -5.792], [-3.792, 0.844, -2.256], [-6.076, -0.638, -3.279], [-6.119, -0.611, -1.493], [-5.620, -2.032, -2.334], [-3.402, -1.035, -1.803], [-2.463, -0.345, -3.939], [-4.088, -0.036, -4.540], [-3.912, -1.833, -6.402], [-3.207, -3.380, -5.940], [-2.103, -2.020, -6.092], [-4.542, 1.506, -2.382], [-3.405, 1.026, -1.325]],
  "lowdin_charge": [-0.055, -0.511, -0.156, -0.152, -0.131, -0.518, -0.067, -0.024, -0.002, -0.040, -0.006, 0.080, 0.100, 0.073, 0.123, 0.092, 0.085, 0.097, 0.116, 0.108, 0.047, 0.097, 0.070, 0.093, 0.086, 0.064, 0.065, 0.083, 0.076, 0.100, -0.052, -0.543, -0.139, -0.164, -0.144, -0.558, -0.052, -0.026, -0.011, -0.049, -0.017, 0.090, 0.081, 0.092, 0.104, 0.136, 0.092, 0.095, 0.105, 0.112, 0.092, 0.051, 0.081, 0.096, 0.106, 0.055, 0.071, 0.100, 0.082, 0.090, -0.025, -0.503, -0.143, -0.149, -0.140, -0.499, -0.080, -0.025, -0.014, -0.021, -0.033, 0.092, 0.053, 0.077, 0.125, 0.094, 0.110, 0.093, 0.067, 0.121, 0.077, 0.084, 0.078, 0.056, 0.089, 0.084, 0.081, 0.067, 0.082, 0.075, -0.050, -0.529, -0.144, -0.175, -0.142, -0.510, -0.050, -0.073, -0.023, -0.035, -0.007, 0.091, 0.069, 0.100, 0.124, 0.126, 0.115, 0.114, 0.118, 0.129, 0.070, 0.056, 0.083, 0.075, 0.081, 0.092, 0.065, 0.064, 0.066, 0.110, -0.041, -0.520, -0.117, -0.156, -0.153, -0.526, -0.052, -0.036, -0.005, -0.062, -0.022, 0.089, 0.067, 0.100, 0.115, 0.111, 0.095, 0.096, 0.125, 0.126, 0.065, 0.047, 0.089, 0.090, 0.092, 0.093, 0.057, 0.075, 0.080, 0.096, -0.040, -0.533, -0.132, -0.199, -0.147, -0.516, -0.086, -0.025, -0.011, -0.055, -0.007, 0.091, 0.090, 0.071, 0.117, 0.121, 0.118, 0.080, 0.124, 0.097, 0.088, 0.070, 0.080, 0.071, 0.091, 0.098, 0.083, 0.083, 0.068, 0.110, -0.059, -0.390, -0.211, -0.200, -0.068, 0.051, 0.085, 0.063, 0.066, 0.133, 0.106, 0.101, 0.083, 0.087, 0.055, 0.061, 0.056, -0.046, -0.437, -0.192, -0.208, -0.109, 0.095, 0.093, 0.066, 0.057, 0.130, 0.128, 0.127, 0.086, 0.065, 0.055, 0.055, 0.048, -0.057, -0.447, -0.197, -0.190, -0.099, 0.038, 0.088, 0.074, 0.077, 0.122, 0.099, 0.128, 0.086, 0.082, 0.068, 0.079, 0.046]
}


Number 2 is which compound? C2HP